1.
A molecular structure, C37H46N9ReS4SbSi4Te. Source: the Open Molecules 2025 dataset; level of theory: ωB97M-V/def2-TZVPD.

Orbital gap (alpha / beta), Eh: 0.2121 / 0.1962
Lowest unoccupied orbital energy (alpha / beta), eV: -1.20 / -1.44
Multiplicity: 2
HOMO (alpha / beta), Ha: -0.256 / -0.249

Structure (XYZ):
```
103
Properties=species:S:1:pos:R:3:forces:R:3:mulliken_spin:R:1
Re -1.81951 0.22242 -2.24128 -0.53 -1.19 0.58 1.125
C -4.87444 1.92158 0.44241 0.12 0.01 -0.12 0.000
C -4.03705 1.72756 -0.64121 -0.14 0.13 0.22 -0.001
N -3.22665 0.66604 -0.69984 0.38 -0.40 -0.17 -0.004
C -3.34909 -0.26362 0.28807 -0.19 0.15 -0.06 -0.002
C -4.20571 -0.03517 1.35885 -0.10 0.11 -0.09 -0.008
N -4.94628 1.05912 1.45831 -0.02 0.03 0.05 -0.002
C -2.61664 -1.49336 0.06518 0.03 -0.20 0.14 -0.025
C -2.58599 -2.59372 0.89238 0.05 -0.11 -0.09 0.002
C -1.90259 -3.74876 0.48766 -0.04 -0.05 0.12 -0.016
C -1.31284 -3.77158 -0.76869 -0.02 0.01 0.02 0.000
C -1.36150 -2.64166 -1.57125 -0.19 -0.07 0.07 -0.032
N -1.96349 -1.50626 -1.12754 0.29 0.64 -0.24 -0.038
C -0.86389 -2.49486 -2.91257 0.01 0.19 -0.10 -0.009
C -0.44508 -3.54813 -3.72052 0.12 -0.09 -0.16 0.007
N -0.09827 -3.40326 -4.98435 0.04 -0.07 0.08 -0.034
C -0.15871 -2.15021 -5.46494 -0.01 0.03 0.01 -0.011
C -0.56208 -1.07657 -4.71359 0.04 -0.05 -0.01 -0.031
N -0.93506 -1.21951 -3.41647 0.05 -0.16 0.11 -0.029
C -1.82824 -4.92843 1.38043 0.03 -0.01 0.00 0.000
C -0.66206 -5.68503 1.47641 -0.04 0.00 0.01 -0.003
C -0.63523 -6.77800 2.33024 -0.07 0.03 0.01 0.001
N -1.67113 -7.15832 3.07580 -0.03 0.05 -0.03 -0.003
C -2.78565 -6.43393 2.98021 0.08 -0.01 -0.02 0.001
C -2.91339 -5.32286 2.15960 -0.01 0.00 0.00 -0.002
H -5.49234 2.81301 0.48107 0.02 -0.11 0.04 0.001
H -4.02140 2.41356 -1.46959 0.10 0.08 -0.03 -0.004
H -4.29863 -0.75799 2.16281 0.06 0.02 -0.08 0.000
H -3.07162 -2.56354 1.85905 0.02 0.01 -0.04 0.000
H -0.82175 -4.66993 -1.12301 -0.04 0.06 0.02 0.003
H -0.40336 -4.55404 -3.31066 -0.03 0.09 -0.04 0.000
H 0.11883 -2.00442 -6.50243 -0.01 -0.01 0.05 0.000
H -0.62079 -0.08071 -5.12120 0.02 0.08 -0.05 -0.007
H 0.22494 -5.41352 0.91499 -0.05 -0.01 0.03 0.000
H 0.26738 -7.37363 2.42422 -0.04 0.02 0.00 0.000
H -3.62399 -6.76136 3.58793 0.05 0.02 -0.03 0.000
H -3.85836 -4.79135 2.11273 0.09 -0.05 0.00 0.000
S 0.50804 3.46463 -2.71974 0.35 -0.90 0.81 -0.006
Sb -1.64481 4.46162 -2.53228 -0.46 0.14 -0.12 0.040
S -3.48479 0.71708 -3.94166 0.07 0.13 0.19 -0.010
S -1.81582 1.94236 -3.76891 -0.71 0.68 -0.80 0.024
S -2.07636 4.42837 -0.32543 -0.07 -0.21 -0.08 0.023
N -5.45621 5.48206 8.15962 0.21 -0.26 -0.28 0.000
C -4.89292 4.80948 7.41239 -0.22 0.27 0.28 0.000
C -4.18820 3.97012 6.48248 0.04 -0.06 -0.05 0.000
C -3.18079 3.12203 6.93907 -0.01 0.01 -0.02 0.000
C -2.49982 2.31705 6.04407 0.00 -0.04 0.00 0.000
C -2.83713 2.34375 4.69557 0.02 -0.04 0.02 0.001
C -3.84365 3.18380 4.23556 0.03 0.04 -0.13 0.001
C -4.51070 4.00338 5.12682 -0.03 0.03 0.03 -0.001
N -2.14310 1.51469 3.77886 0.07 0.12 -0.11 0.000
C -1.66538 0.23629 3.99950 -0.04 0.00 -0.05 0.001
C -1.05469 -0.13045 2.83658 -0.03 0.00 0.04 0.000
N -1.13956 0.88573 1.90696 0.18 -0.16 0.23 0.000
C -1.78241 1.85567 2.50435 -0.04 -0.19 -0.03 0.001
H -2.92554 3.10936 7.99024 -0.01 -0.01 -0.02 0.000
H -1.69434 1.67957 6.38616 -0.03 0.03 -0.01 0.000
H -4.10409 3.19051 3.18295 -0.02 -0.04 0.11 0.000
H -5.29425 4.66350 4.77772 0.03 -0.03 0.01 0.000
H -1.83064 -0.28395 4.93181 0.04 0.09 -0.14 0.000
H -0.56312 -1.06836 2.61130 -0.06 0.14 0.02 0.000
H -2.01187 2.81384 2.06195 0.02 0.02 0.02 0.000
C 1.67037 -1.92813 -0.05510 -0.03 0.10 0.02 -0.001
Si 2.94546 -1.36071 -1.32749 0.05 -0.05 0.14 0.000
C 4.67005 -1.69774 -0.65023 0.05 0.05 0.10 0.000
C 2.77400 -2.34494 -2.91415 0.24 -0.07 0.01 0.002
Si 2.66410 0.94023 -1.68825 0.23 0.06 0.04 0.010
Te 0.19903 1.48181 -1.11738 0.34 1.10 -0.21 0.023
Si 3.65852 1.64812 -3.73023 -0.18 -0.39 0.01 0.005
C 3.50670 3.46423 -4.09969 0.34 0.32 -0.06 0.001
C 5.48065 1.20869 -3.52079 0.05 -0.05 0.03 0.001
C 2.94640 0.68303 -5.18140 -0.01 0.00 0.01 -0.004
Si 3.52007 2.13809 0.17037 0.00 -0.05 0.02 0.005
C 5.37400 1.88197 0.40354 0.09 0.02 -0.04 0.000
C 2.66419 1.52598 1.73407 -0.02 -0.03 0.04 -0.001
C 3.19841 3.97204 -0.07349 0.05 0.09 0.04 0.000
H 1.65649 -3.02150 0.02332 -0.01 0.08 0.00 0.000
H 0.66021 -1.59182 -0.32276 0.13 -0.06 0.04 0.001
H 1.90264 -1.51813 0.93558 -0.02 -0.04 -0.13 0.000
H 4.79459 -2.77411 -0.48529 0.00 0.08 -0.01 0.000
H 4.83901 -1.18908 0.30722 -0.04 -0.12 -0.18 0.000
H 5.45154 -1.37510 -1.34872 -0.12 -0.02 0.11 0.000
H 2.83221 -3.41875 -2.70178 -0.03 0.07 -0.02 0.000
H 3.58923 -2.10473 -3.60757 -0.10 -0.03 0.11 0.000
H 1.83628 -2.14832 -3.42335 -0.13 0.04 -0.11 0.000
H 4.09995 4.07486 -3.40811 -0.08 -0.09 -0.09 0.000
H 2.47769 3.80092 -4.04283 0.08 0.02 -0.12 0.000
H 3.87109 3.65193 -5.11811 0.04 -0.04 0.13 0.000
H 5.93064 1.72793 -2.66601 -0.08 -0.10 -0.16 0.000
H 6.02934 1.51181 -4.42121 -0.06 -0.04 0.09 0.000
H 5.63337 0.13088 -3.38471 -0.03 0.16 -0.01 0.000
H 1.91651 1.00032 -5.37693 0.06 -0.04 0.04 0.002
H 2.95014 -0.39997 -5.01960 -0.01 0.17 -0.01 0.001
H 3.53520 0.89506 -6.08157 -0.05 -0.02 0.07 0.000
H 5.62094 0.85324 0.68860 -0.04 0.17 -0.07 0.000
H 5.71699 2.54256 1.20973 -0.02 -0.07 -0.08 0.000
H 5.94981 2.13483 -0.49499 -0.11 -0.04 0.17 0.000
H 2.96804 0.49861 1.97046 -0.04 0.12 -0.03 0.000
H 1.57123 1.55262 1.66016 0.13 -0.01 0.01 0.002
H 2.95413 2.16083 2.58038 -0.01 -0.07 -0.08 0.000
H 3.91982 4.40031 -0.77984 -0.11 -0.06 0.06 0.000
H 3.32039 4.49461 0.88312 0.01 -0.04 -0.10 0.000
H 2.19438 4.18580 -0.45013 0.07 -0.05 0.05 0.000
```
Positions in Å, forces in eV/Å.

=====

2.
6 unconnected molecules or ions with the total composition C37H47B3F40O8. Source: the Open Molecules 2025 dataset; level of theory: ωB97M-V/def2-TZVPD.

SMILES string: FC(F)C(F)(F)COC(F)(F)C(F)F.FC(F)C(F)(F)COC(F)(F)C(F)F.FC(F)C(F)(F)COC(F)(F)C(F)F.FC(F)C(F)(F)COC(F)(F)C(F)F.FC(F)C(F)(F)COC(F)(F)C(F)F.CCCCCCCCCCCB1OBOB(C)O1
Orbital gap, Eh: 0.4010
Lowest unoccupied orbital energy, eV: 0.07
HOMO, Ha: -0.399

Structure (XYZ):
```
135
Properties=species:S:1:pos:R:3:forces:R:3:mulliken_charge:R:1
F 3.11799 6.34272 4.68767 0.07 0.08 -0.03 -0.232
C 3.35711 5.08808 5.11391 -0.10 -0.12 0.04 0.625
F 2.47805 4.80251 6.09957 -0.05 0.01 -0.01 -0.277
C 4.77277 4.94891 5.67600 0.00 0.23 0.16 0.812
F 4.90804 5.71495 6.77657 0.01 -0.01 -0.05 -0.287
F 4.85819 3.63874 6.05952 0.01 -0.04 0.00 -0.319
C 5.94248 5.16410 4.71506 0.49 -0.23 -0.30 -0.750
O 6.58498 6.42633 4.72458 -0.41 0.20 0.40 -0.375
C 6.20396 7.45260 3.90995 0.25 -0.10 -0.13 0.837
F 5.25101 7.09334 3.03407 -0.11 -0.03 0.03 -0.272
F 7.29198 7.82300 3.18607 -0.05 -0.03 -0.04 -0.308
C 5.78878 8.69578 4.71245 0.09 0.01 -0.02 0.148
F 4.75284 8.40996 5.52076 -0.07 -0.06 0.01 -0.222
F 5.40518 9.66029 3.84656 0.00 0.00 0.01 -0.261
H 3.20489 4.38575 4.29026 0.00 0.01 -0.02 -0.188
H 6.70681 4.47539 5.07006 0.04 0.01 -0.03 0.444
H 5.67596 4.85667 3.70613 -0.13 0.03 -0.07 0.322
H 6.63138 9.05134 5.30796 0.00 0.00 0.00 0.244
F 8.84460 2.03691 -1.86434 0.08 0.02 0.00 -0.232
C 7.65301 1.95156 -2.48440 -0.10 -0.03 -0.02 0.070
F 7.87157 1.88359 -3.81478 0.01 -0.01 -0.04 -0.272
C 6.79525 3.18802 -2.19188 0.11 0.13 0.00 0.886
F 7.37580 4.28221 -2.71945 -0.04 -0.03 0.00 -0.286
F 5.62638 2.96389 -2.86801 -0.07 -0.03 -0.03 -0.309
C 6.38143 3.44543 -0.73790 -0.29 -0.02 0.28 -0.500
O 7.14557 4.39815 -0.01631 0.29 0.01 -0.35 -0.404
C 8.28544 4.06024 0.65519 -0.12 0.06 0.13 0.776
F 8.51084 2.73727 0.66425 -0.01 -0.06 -0.05 -0.292
F 8.12915 4.44043 1.94774 -0.12 0.00 0.19 -0.273
C 9.50672 4.83867 0.14192 -0.05 0.02 0.03 0.215
F 9.71119 4.57820 -1.16113 0.03 -0.03 -0.06 -0.239
F 10.59370 4.43780 0.83761 0.01 0.02 -0.01 -0.260
H 7.13868 1.04215 -2.16297 0.00 -0.01 0.02 0.292
H 5.39020 3.88950 -0.81005 0.03 0.03 0.04 0.224
H 6.26682 2.51108 -0.18897 0.13 -0.05 -0.06 0.335
H 9.35183 5.90970 0.28536 0.00 0.00 -0.01 0.252
F -1.15712 5.49777 -2.26873 -0.06 0.06 0.09 -0.241
C -0.58316 4.38348 -2.75811 0.06 -0.13 -0.05 0.087
F -0.99186 4.22059 -4.03486 -0.01 0.02 -0.05 -0.289
C -1.00393 3.15230 -1.94908 -0.21 0.17 0.37 0.990
F -2.32533 2.93840 -2.08664 0.01 -0.01 -0.03 -0.332
F -0.34127 2.10510 -2.53081 0.03 0.03 -0.24 -0.323
C -0.59502 3.08280 -0.46804 -0.10 -0.11 -0.09 0.409
O -1.56645 3.43188 0.50173 -0.39 0.30 -0.32 -0.338
C -1.72071 4.70623 0.97068 0.08 -0.17 0.04 0.847
F -0.77706 5.54338 0.50913 0.02 0.02 -0.08 -0.305
F -1.59024 4.65981 2.31953 0.09 0.02 0.07 -0.298
C -3.13316 5.24717 0.69891 0.01 -0.02 0.06 0.198
F -3.38320 5.26276 -0.62262 0.04 0.00 -0.06 -0.220
F -3.20770 6.51281 1.16572 -0.01 0.00 0.00 -0.277
H 0.50399 4.49753 -2.74653 0.01 0.02 0.01 0.296
H -0.41406 2.02304 -0.29005 -0.23 0.36 -0.14 -0.673
H 0.34956 3.60206 -0.29970 -0.11 0.10 -0.10 0.306
H -3.87280 4.62458 1.20524 -0.01 -0.01 0.00 0.237
F -4.47488 -3.65582 -5.25422 0.04 0.03 0.07 -0.181
C -4.74097 -4.64512 -6.12632 0.01 -0.07 -0.07 0.026
F -5.91362 -4.36854 -6.73752 -0.02 0.03 -0.01 -0.282
C -4.87304 -5.99323 -5.40784 -0.06 0.05 0.15 0.966
F -5.94352 -5.97483 -4.58866 0.00 0.00 -0.02 -0.229
F -5.12668 -6.89060 -6.40922 0.01 -0.02 -0.02 -0.342
C -3.64233 -6.53785 -4.66955 0.33 -0.29 -0.02 -0.751
O -3.59434 -6.34407 -3.27011 -0.41 0.27 0.01 -0.368
C -3.02235 -5.24858 -2.68793 0.11 -0.22 0.02 0.819
F -2.38499 -4.46512 -3.57550 -0.04 0.05 -0.08 -0.281
F -2.09219 -5.69689 -1.80842 0.06 0.02 -0.04 -0.357
C -4.03984 -4.44821 -1.86313 -0.01 -0.06 0.07 0.169
F -5.03262 -4.00672 -2.65348 0.07 0.05 -0.04 -0.197
F -3.40869 -3.37628 -1.32912 -0.01 -0.02 0.04 -0.181
H -3.95036 -4.68899 -6.87976 0.01 0.00 0.00 0.278
H -3.71836 -7.61835 -4.78506 0.03 0.02 0.01 0.370
H -2.72000 -6.22105 -5.15828 -0.07 0.13 -0.01 0.317
H -4.44959 -5.07056 -1.06560 -0.02 0.00 -0.02 0.231
F -8.07257 -7.67005 -0.62783 -0.07 -0.03 0.08 -0.251
C -7.66537 -6.80746 -1.57672 0.03 0.03 -0.08 0.095
F -6.31109 -6.83085 -1.61112 0.01 -0.01 0.02 -0.204
C -8.11437 -5.37678 -1.25888 0.02 -0.06 0.17 1.023
F -7.50730 -4.95048 -0.13078 0.00 0.00 0.00 -0.299
F -7.63444 -4.63852 -2.29793 -0.11 0.07 -0.05 -0.264
C -9.62084 -5.08756 -1.20162 -0.35 0.18 -0.23 -0.946
O -10.22691 -5.04470 0.07764 0.46 -0.15 0.25 -0.393
C -10.76512 -6.14744 0.67977 -0.15 0.14 -0.10 0.803
F -10.76460 -7.22487 -0.12221 0.08 -0.04 -0.03 -0.289
F -12.05743 -5.86317 0.96965 -0.05 -0.04 -0.05 -0.304
C -10.08748 -6.44940 2.02586 -0.05 0.05 0.01 0.178
F -8.77256 -6.67675 1.85123 0.04 -0.02 -0.05 -0.212
F -10.64852 -7.56010 2.55209 0.01 0.01 0.01 -0.257
H -8.04703 -7.12333 -2.55055 0.00 -0.01 0.00 0.299
H -9.70983 -4.06708 -1.57168 -0.02 -0.02 0.01 0.426
H -10.16865 -5.73310 -1.88901 0.09 -0.10 0.05 0.350
H -10.22662 -5.60907 2.70803 0.00 0.00 0.00 0.249
C -1.22699 -1.10654 -1.67317 0.56 0.10 -0.25 -0.881
C 0.25203 -1.51560 -1.72132 -0.23 -0.25 -0.05 0.644
C 0.48763 -3.02969 -1.92734 0.09 0.30 0.08 -0.350
C 1.67510 -3.55225 -1.09870 0.20 -0.23 -0.05 -0.653
C 1.27006 -4.36504 0.13895 0.02 0.15 0.21 -1.140
C 0.27606 -3.65304 1.07815 0.04 -0.19 -0.16 0.330
C 0.94783 -2.73765 2.10291 -0.02 -0.05 0.22 -0.665
C -0.01503 -1.76025 2.79762 -0.04 -0.22 0.04 -1.053
C -0.86228 -0.89374 1.84491 -0.20 -0.05 0.12 1.279
C -1.13733 0.55705 2.28961 -0.08 0.02 -0.27 -0.997
C 0.07576 1.30676 2.86056 -0.27 -0.13 0.16 -0.855
B 1.32383 1.32570 1.93409 0.30 -0.40 0.04 0.035
O 2.62502 1.33130 2.45808 -0.39 0.99 0.11 -0.554
B 3.44079 2.19851 1.76428 0.21 -0.37 -0.35 1.072
O 3.53044 2.04470 0.38807 -0.69 0.03 0.53 0.161
B 2.41133 1.42220 -0.18944 0.38 -0.06 -0.30 0.119
C 2.51561 0.77791 -1.60498 0.03 0.30 0.00 -0.356
O 1.23006 1.39608 0.54742 0.93 -0.53 0.48 -0.432
H -1.77583 -1.58365 -2.49102 -0.06 0.06 0.20 0.371
H -1.28378 -0.02344 -1.81582 -0.26 -0.11 0.14 -0.077
H -1.66710 -1.37080 -0.70707 -0.15 -0.05 -0.34 0.099
H 0.73984 -1.22348 -0.77989 -0.10 0.08 -0.22 -0.617
H 0.75156 -0.95132 -2.52066 -0.14 -0.31 0.22 0.692
H -0.42456 -3.57310 -1.64808 0.18 0.00 -0.15 -0.317
H 0.67709 -3.21355 -2.99212 -0.19 -0.06 0.17 0.639
H 2.30898 -2.70893 -0.78290 -0.13 -0.10 -0.08 0.164
H 2.32369 -4.18694 -1.71779 -0.10 0.10 0.11 0.349
H 2.18488 -4.59166 0.70777 -0.20 -0.12 -0.07 0.447
H 0.83985 -5.32604 -0.17277 0.08 0.19 -0.06 0.314
H -0.45003 -3.08662 0.48103 0.08 -0.12 0.08 -0.430
H -0.29788 -4.42773 1.60449 0.00 0.24 0.02 0.479
H 1.38003 -3.37090 2.89196 0.11 0.13 -0.22 0.406
H 1.79557 -2.20053 1.64818 -0.23 0.03 -0.04 0.160
H 0.56559 -1.14368 3.49243 -0.06 -0.06 -0.10 0.331
H -0.68562 -2.36881 3.42232 0.08 0.23 -0.03 0.392
H -0.42692 -0.88739 0.83589 0.10 0.09 0.41 -1.521
H -1.84392 -1.37531 1.73887 0.19 0.05 -0.20 1.001
H -1.97119 0.58193 3.00268 0.23 0.00 0.00 0.549
H -1.49099 1.11019 1.40717 -0.05 -0.17 0.23 -0.044
H 0.34699 0.92476 3.85240 0.04 0.11 -0.18 0.415
H -0.21795 2.35684 3.03060 0.10 -0.12 -0.05 0.537
H 3.97858 3.11112 2.31326 0.28 -0.21 -0.03 -0.375
H 2.81161 -0.27410 -1.47206 -0.07 0.20 -0.08 0.298
H 1.55293 0.78788 -2.12671 0.40 0.02 0.11 -0.178
H 3.28670 1.26347 -2.21291 -0.12 -0.07 0.07 0.195
```
Positions in Å, forces in eV/Å.

=====

What molar mass values result from the calculations? In sequence: 1293.0, 1412.1 u.
What max |F| values result from the calculations? In sequence: 1.42, 1.17 eV Å⁻¹.